{
  "formula": "C20H47BrN4S3SiTi",
  "method": "ωB97M-V/def2-TZVPD",
  "gap_ha": [0.2548, 0.2553],
  "lumo_energy_ha": [-0.2497, -0.2490],
  "charge": 2,
  "species": ["Ti", "C", "C", "S", "C", "C", "S", "H", "H", "H", "H", "H", "H", "N", "C", "C", "C", "N", "H", "H", "H", "H", "H", "H", "H", "H", "H", "H", "C", "C", "C", "C", "Si", "Br", "C", "C", "C", "C", "C", "C", "C", "C", "H", "H", "H", "H", "H", "H", "H", "H", "H", "H", "H", "H", "H", "H", "H", "H", "H", "H", "H", "H", "H", "H", "H", "H", "H", "H", "H", "N", "C", "N", "S", "H", "H", "H", "H"],
  "xyz": [[-0.86, 2.25, 0.95], [2.56, 0.52, 3.24], [1.26, 1.17, 2.86], [1.33, 2.39, 1.59], [0.10, 0.86, 3.49], [0.04, -0.17, 4.59], [-1.42, 1.66, 3.10], [3.38, 0.89, 2.64], [2.51, -0.56, 3.13], [2.79, 0.73, 4.29], [0.29, -1.16, 4.21], [-0.94, -0.21, 5.04], [0.77, 0.07, 5.37], [-3.08, 2.21, 0.47], [-3.60, 2.05, -0.92], [-2.94, 3.01, -1.90], [-1.51, 2.64, -2.26], [-0.55, 2.97, -1.17], [-3.46, 1.46, 1.04], [-3.46, 3.07, 0.87], [-4.68, 2.19, -0.92], [-3.40, 1.02, -1.22], [-2.99, 4.04, -1.52], [-3.53, 3.01, -2.82], [-1.20, 3.14, -3.17], [-1.44, 1.56, -2.43], [-0.42, 3.98, -1.15], [0.36, 2.60, -1.44], [-0.23, -3.84, -2.95], [-0.70, -2.46, -2.43], [-2.17, -2.59, -1.99], [-0.67, -1.47, -3.60], [0.50, -1.96, -1.04], [-0.86, -0.14, 0.09], [0.63, -3.14, 0.45], [1.09, -2.46, 1.75], [1.68, -4.21, 0.07], [-0.70, -3.84, 0.74], [2.09, -1.05, -1.56], [1.82, 0.35, -2.15], [2.79, -1.92, -2.63], [3.06, -0.84, -0.40], [-0.86, -4.11, -3.81], [-0.36, -4.62, -2.21], [0.80, -3.84, -3.29], [-2.76, -2.86, -2.87], [-2.57, -1.65, -1.61], [-2.32, -3.36, -1.24], [-1.36, -1.82, -4.38], [0.32, -1.38, -4.07], [-1.00, -0.47, -3.30], [2.09, -2.04, 1.67], [1.11, -3.21, 2.54], [0.40, -1.67, 2.06], [2.68, -3.80, -0.07], [1.41, -4.77, -0.83], [1.74, -4.93, 0.89], [-1.51, -3.14, 0.96], [-0.57, -4.48, 1.62], [-1.02, -4.48, -0.08], [1.09, 0.35, -2.96], [2.75, 0.75, -2.55], [1.48, 1.02, -1.36], [2.21, -2.01, -3.55], [3.02, -2.92, -2.27], [3.74, -1.44, -2.89], [2.61, -0.24, 0.40], [3.93, -0.30, -0.77], [3.41, -1.78, 0.03], [-0.21, 4.78, 3.64], [-0.70, 5.46, 2.63], [-0.78, 6.78, 2.70], [-1.27, 4.73, 1.17], [0.11, 5.23, 4.49], [-0.21, 3.77, 3.60], [-0.48, 7.30, 3.51], [-1.15, 7.30, 1.92]],
  "lowdin_charge": [0.156, -0.093, -0.717, 0.680, -0.723, -0.086, 0.685, 0.076, 0.072, 0.098, 0.079, 0.077, 0.097, -0.104, -0.216, -0.167, -0.213, -0.089, 0.082, 0.073, 0.131, 0.099, 0.119, 0.132, 0.133, 0.083, 0.060, 0.064, -0.068, -0.621, -0.099, -0.086, 0.750, 0.609, -0.622, -0.113, -0.064, -0.086, -0.611, -0.098, -0.066, -0.081, 0.103, 0.073, 0.079, 0.099, 0.040, 0.066, 0.101, 0.071, 0.058, 0.053, 0.104, 0.029, 0.072, 0.078, 0.103, 0.078, 0.099, 0.072, 0.066, 0.104, 0.022, 0.071, 0.083, 0.102, 0.055, 0.104, 0.077, 0.150, -0.792, 0.137, 0.701, 0.143, 0.016, 0.137, 0.115]
}